1.
ORCA calculation (the ωB97M-V functional and the def2-TZVPD basis) on a structure of composition C17H23GaN6STe.

Computed properties:
Relative energy (zero: lowest compared OMol25 entry of this formula, charge and spin): 0.0 kJ/mol
Max |F|: 0.0279 hartree/bohr
Highest occupied orbital energy: -6.216 eV

Each line ends with the Mulliken charge.
CARTESIAN COORDINATES (ANGSTROEM)
Ga1 1.11321 -1.25726 -2.16405  0.10
N1 4.43924 -0.33589 0.61590  -0.42
C1 3.34806 -0.39217 -0.20340  0.55
S1 3.09562 -1.89051 -0.99794  -0.46
N2 2.54789 0.66833 -0.21550  -1.23
N3 1.39974 0.49170 -0.92047  0.93
C2 0.49699 1.42405 -0.82828  0.11
C3 0.74516 2.75195 -0.22704  -0.22
C4 1.60529 3.66536 -0.83015  -0.12
C5 1.85122 4.91834 -0.20968  -0.76
C6 1.20350 5.27006 0.96829  -0.36
C7 0.30020 4.39345 1.54547  -0.79
C8 0.09197 3.15601 0.95519  0.00
C9 -0.79684 1.14528 -1.40847  0.76
C10 -1.84097 2.03447 -1.24784  -0.63
C11 -3.06480 1.68371 -1.78607  -0.71
C12 -3.14237 0.51317 -2.51749  -0.94
C13 -2.00478 -0.27167 -2.69355  -0.11
N4 -0.87246 -0.00898 -2.07895  0.10
H1 5.15041 -1.05580 0.65029  0.20
H2 4.73379 0.55511 1.01041  0.24
H3 2.04293 3.40356 -1.78229  0.50
H4 2.52728 5.63956 -0.64227  0.39
H5 1.41838 6.23467 1.40614  0.40
H6 -0.23549 4.69077 2.44486  0.38
H7 -0.60548 2.48432 1.45554  0.50
H8 -1.74140 2.95154 -0.68418  0.46
H9 -3.92212 2.33579 -1.61738  0.44
H10 -4.06439 0.15232 -2.92312  0.42
H11 -1.99167 -1.18913 -3.31744  0.37
C14 -0.22784 -4.23538 1.57179  -1.63
C15 -0.87148 -2.83205 1.48844  1.37
C16 -0.83341 -2.19549 2.86542  -1.66
C17 -2.32361 -2.85762 0.97074  -1.81
N5 -0.09636 -1.91148 0.61349  -0.07
N6 -0.00622 -2.35668 -0.72520  -0.18
H12 -0.69658 -4.83004 2.36315  0.42
H13 0.83034 -4.16522 1.80745  0.37
H14 -0.30193 -4.75571 0.60471  0.40
H15 -1.51788 -2.76370 3.54375  0.40
H16 -1.17536 -1.15966 2.81994  0.37
H17 0.19803 -2.16838 3.25443  0.39
H18 -2.87370 -3.52693 1.61025  0.52
H19 -2.34316 -3.22319 -0.03626  0.39
H20 -2.75292 -1.86724 1.02386  0.37
H21 0.85176 -1.81681 0.98228  0.22
H22 -0.90486 -2.30660 -1.18843  0.18
H23 0.33267 -3.29891 -0.79327  0.39
Te1 0.88442 -1.89104 -4.53307  -0.54

***

2.
ORCA calculation (the ωB97M-V functional and the def2-TZVPD basis) on a structure of composition C17H23IN2SiZr.

Computed properties:
Relative energy (zero: lowest compared OMol25 entry of this formula, charge and spin): 0.0 kJ/mol
Max |F|: 0.0830 hartree/bohr
Charge: +2
Highest occupied orbital energy: -13.443 eV

Each line ends with the Mulliken charge.
CARTESIAN COORDINATES (ANGSTROEM)
C1 0.22219 0.48559 0.50897  -1.28
C2 -0.15581 -1.50593 2.03119  -0.91
H1 0.77834 1.43726 0.54345  0.60
H2 -0.26478 1.87192 2.71758  0.37
H3 -0.70568 0.61299 -0.08720  0.57
H4 -0.23199 -2.01877 1.06322  0.03
H5 0.73855 -1.92460 2.51130  0.22
H6 -1.02789 -1.80306 2.62473  0.21
C3 0.41571 2.71290 -2.80114  0.09
C4 0.27922 3.51696 -3.91587  -0.68
C5 -0.01571 2.93947 -5.15211  -0.55
C6 -0.22808 1.57221 -5.26232  -0.52
H7 0.62209 3.06059 -1.78167  0.45
H8 0.39247 4.59426 -3.80513  0.43
H9 -0.12147 3.56420 -6.03187  0.47
H10 -0.54009 1.09099 -6.18864  0.39
N1 0.22886 1.36462 -2.92264  -0.28
C7 -0.04669 0.75966 -4.14791  0.74
C8 -0.16227 -0.69382 -4.12199  0.83
N2 0.23203 -1.32320 -2.94337  -0.08
C9 -0.08398 -2.63404 -2.71071  -0.08
C10 -0.74488 -2.84867 -5.01583  -0.40
C11 -0.54423 -3.42019 -3.75571  -0.67
H11 0.04079 -2.95965 -1.67077  0.43
H12 -0.72427 -4.48131 -3.58300  0.42
C12 -0.61552 -1.47527 -5.18556  -0.61
H13 -0.83319 -0.96682 -6.12690  0.38
H14 -1.01722 -3.46788 -5.86560  0.48
Zr1 1.30708 0.06218 -1.72733  0.63
I1 3.83635 0.61291 -2.51216  0.00
C13 -1.61981 0.88629 5.66762  -0.99
Si1 -0.10750 0.23934 4.74966  0.18
C14 1.50827 0.89846 5.46361  -1.00
C15 -0.08573 -1.62953 5.00304  -1.05
C16 -0.17225 0.79655 2.95567  -0.47
C17 -0.04003 -0.02899 1.87285  0.80
H15 -1.49671 0.76024 6.75392  0.30
H16 -2.51652 0.32680 5.35844  0.31
H17 -1.77987 1.95402 5.45752  0.33
H18 1.49875 0.85910 6.56331  0.31
H19 2.35222 0.29005 5.10370  0.31
H20 1.66750 1.94057 5.14943  0.33
H21 -0.97904 -2.10657 4.57321  0.33
H22 0.81590 -2.07831 4.56072  0.31
H23 -0.07510 -1.84352 6.08229  0.33

***

3.
ORCA calculation (the ωB97M-V functional and the def2-TZVPD basis) on an isolated molecule of C17H23N3O4.

Computed properties:
Relative energy (zero: lowest compared OMol25 entry of this formula, charge and spin): 8.6 kJ/mol
Max |F|: 0.0135 hartree/bohr
SMILES: CCCCCNC(=O)c1ccc2c(=O)n(CCOC)c(=O)[nH]c2c1
Highest occupied orbital energy: -9.167 eV

Each line ends with the Mulliken charge.
CARTESIAN COORDINATES (ANGSTROEM)
C1 -9.36713 -0.10622 -0.77568  -1.37
C2 -7.84330 -0.08390 -0.76960  -0.18
C3 -7.30603 1.06089 0.08677  -0.74
C4 -5.78505 1.19728 0.03323  -0.43
C5 -5.06370 0.02063 0.69224  -0.84
N1 -3.63309 0.22254 0.70727  -0.12
C6 -2.77553 -0.56879 0.02820  0.33
O1 -3.12271 -1.55286 -0.59407  -0.66
C7 -1.33508 -0.16356 0.12595  0.79
C8 -0.92720 1.17188 0.19120  -0.76
C9 0.41381 1.47806 0.25782  -1.06
C10 1.37143 0.46420 0.26594  0.44
C11 2.79771 0.79276 0.34639  0.79
O2 3.22924 1.92400 0.41309  -0.67
N2 3.65697 -0.29916 0.35315  0.15
C12 5.08268 -0.02119 0.42780  -1.06
C13 5.65644 0.24270 -0.97613  -0.34
O3 7.03601 0.48920 -0.97925  -0.37
C14 7.41108 1.74745 -0.46970  -0.67
C15 3.27879 -1.62764 0.25050  0.46
O4 4.06998 -2.53920 0.23788  -0.64
N3 1.92611 -1.85090 0.17591  -0.08
C16 0.96518 -0.87164 0.18180  0.32
C17 -0.39063 -1.17649 0.10581  -0.95
H1 -9.75092 -0.23129 0.23456  0.34
H2 -9.76270 0.82386 -1.17833  0.34
H3 -9.73461 -0.92754 -1.38583  0.38
H4 -7.47418 -1.03678 -0.38842  0.25
H5 -7.47796 0.03010 -1.79225  0.29
H6 -7.74944 1.99631 -0.26281  0.35
H7 -7.61936 0.91588 1.12349  0.30
H8 -5.46011 1.27648 -1.00614  0.25
H9 -5.49437 2.11829 0.54711  0.36
H10 -5.23470 -0.90105 0.13416  0.37
H11 -5.42350 -0.10940 1.71894  0.30
H12 -3.28120 1.01282 1.22324  0.28
H13 -1.65429 1.96918 0.15763  0.45
H14 0.75820 2.49976 0.30458  0.49
H15 5.20886 0.86107 1.05814  0.44
H16 5.57978 -0.88512 0.87101  0.33
H17 5.11170 1.08540 -1.42915  0.35
H18 5.51740 -0.65107 -1.59072  0.27
H19 8.46218 1.87540 -0.72192  0.26
H20 6.82393 2.55058 -0.92932  0.30
H21 7.29579 1.80255 0.61775  0.27
H22 1.64528 -2.81961 0.09778  0.23
H23 -0.72288 -2.20062 0.02650  0.44